C52H45IN7O4PY as an isolated structure. Source: OMol25; level of theory: ωB97M-V with the def2-TZVPD basis set.

* E_HOMO: -9.9472 eV
* HOMO-LUMO gap: 0.24162 Eh

ORCA input file:
```
! wB97M-V def2-TZVPD RIJCOSX def2/J DEFGRID3
* xyz 1 1
H -3.580 -2.005 -2.637
H -2.895 2.114 -2.060
O -1.946 4.862 4.200
H -2.302 4.158 -1.325
C -2.017 -6.356 2.326
H 0.801 -0.259 -5.254
C 4.320 0.842 -2.376
C -1.875 3.803 -0.372
C -3.714 -1.353 -1.811
C 5.145 -2.632 0.054
N -0.936 1.839 -1.432
C -1.519 0.662 2.727
H 2.358 0.076 3.934
N 0.622 -4.453 -2.456
H 5.349 -3.504 0.686
C -1.044 -4.205 1.820
C -3.462 -1.682 3.327
H -5.420 -0.466 -2.651
O -0.068 -1.769 -2.175
H 6.333 0.487 -0.578
C -1.912 4.689 0.810
H 3.894 2.955 2.102
C -2.963 -4.393 3.262
O -1.073 6.541 3.028
O -1.649 -2.041 -3.735
C -2.797 -1.382 -0.750
Y 1.043 0.090 -1.935
H 3.710 4.193 -4.289
H 1.977 -0.676 1.612
C -1.653 1.949 2.017
C -4.909 0.412 -0.691
H -0.781 -0.261 -7.044
H -0.598 6.694 2.213
H -3.143 0.687 -6.608
H -1.272 -0.347 4.539
N 2.662 -1.600 -2.484
C 3.366 2.193 1.602
C 3.828 -1.558 -1.674
C 4.631 -0.381 -1.594
N -0.350 -3.794 -3.240
C -1.127 0.142 -6.090
C -0.118 2.729 4.576
C -4.263 -2.540 4.088
H 3.522 -3.559 -1.003
C 3.157 0.726 3.637
C 5.367 1.688 -2.751
C -4.005 -3.870 4.078
H -3.643 1.578 -4.341
H 2.993 -1.411 -3.439
C -2.907 -5.796 3.153
C -0.886 1.704 4.882
H 2.216 -2.503 -2.431
H 0.240 -4.972 -1.688
C -1.901 1.691 -2.262
H 6.661 -1.453 0.953
C -1.259 0.586 4.031
C -1.156 2.680 -0.323
C -0.662 2.177 0.947
C 2.972 2.070 0.308
C -2.374 0.713 -5.842
H -0.312 -6.044 1.080
H -4.265 0.984 1.218
H -4.564 -4.515 4.669
C -2.937 -0.528 0.336
H 0.112 1.460 0.919
N -0.441 0.600 -3.830
C -0.207 0.108 -5.047
C -0.683 3.100 2.165
C -2.376 -2.110 2.575
H -1.114 1.602 5.950
C -2.097 -3.517 2.538
H 6.390 1.432 -2.578
C -1.313 4.397 1.961
C -1.060 -5.575 1.679
C 4.117 -2.676 -0.868
H 3.175 1.650 4.218
H 0.950 2.078 2.867
I 0.773 -3.385 1.132
H -3.549 -6.453 3.757
C 2.980 1.177 -2.792
P -1.580 -0.771 1.548
C 5.897 -1.484 0.169
H -1.949 -7.434 2.182
H 5.965 3.567 -3.631
H -1.966 -2.077 -0.784
C 5.112 2.925 -3.360
C -2.656 1.181 -4.565
C 0.405 2.958 3.207
H 0.181 3.442 5.351
H -2.408 5.622 0.700
H 1.829 2.637 -3.929
C 5.702 -0.405 -0.658
H -2.646 2.174 1.727
H -3.734 -0.616 3.348
N 2.940 1.073 2.255
H 4.108 0.192 3.708
C -0.729 -2.466 -3.049
H 1.130 -5.111 -3.066
C -1.445 5.266 3.170
C 3.868 3.258 -3.769
H -0.935 -4.350 -3.885
C -4.740 -0.454 -1.805
H -5.805 1.055 -0.680
C 2.342 0.307 1.347
H 3.136 2.797 -0.473
C -4.038 0.368 0.379
C -1.678 1.091 -3.572
C 2.790 2.355 -3.485
N 2.322 0.848 0.171
H -5.053 -2.106 4.696
H 1.066 3.866 3.235
*
```

Here are the Mulliken charges for atoms 1 to 2, given in e: 0.534, 0.528

=====

A 2-piece molecular cluster, C2HCl2O3 overall. Source: OMol25; level of theory: ωB97M-V with the def2-TZVPD basis set.

* E_HOMO (spin up / spin down): 0.3706 / -5.9300 eV
* expectation value of S²: 2.0058
* HOMO-LUMO gap (spin up / spin down): 0.11886 / 0.30489 Eh

ORCA input file:
```
! wB97M-V def2-TZVPD RIJCOSX def2/J DEFGRID3
* xyz -1 3
H 0.452 -1.313 0.728
O 0.190 -0.682 1.389
O 0.368 1.061 -1.996
C -0.463 0.181 0.490
Cl -0.775 1.598 1.406
Cl -2.150 -0.618 0.176
C 0.845 0.314 -1.292
O 1.534 -0.542 -0.902
*
```

Here are the natural (NBO) charges for atoms 1 to 2, given in e: 0.487, -0.729

=====

One molecule with the formula C6H6S2. Source: OMol25; level of theory: ωB97M-V with the def2-TZVPD basis set.

* E_HOMO: -8.7744 eV
* HOMO-LUMO gap: 0.29099 Eh

ORCA input file:
```
! wB97M-V def2-TZVPD RIJCOSX def2/J DEFGRID3
* xyz 0 1
H 1.820 0.568 1.742
C 1.112 -0.608 -0.113
C 1.028 0.536 0.892
C -1.979 0.286 -2.124
C -0.377 0.198 1.119
C -0.616 -0.874 -0.111
S -1.376 0.623 2.430
C -1.382 -0.317 -1.271
H -2.641 0.980 -2.630
H 1.636 -1.590 0.145
S 1.994 -0.211 -1.671
H 1.338 1.468 0.229
H -0.846 -1.953 0.233
H 2.089 -1.397 -2.221
*
```

Here are the natural (NBO) charges for atoms 1 to 2, given in e: 0.268, -0.293

=====

A 3-piece molecular cluster, C22H16N4O10S overall. Source: OMol25; level of theory: ωB97M-V with the def2-TZVPD basis set.

* E_HOMO: -9.7250 eV
* HOMO-LUMO gap: 0.29374 Eh

ORCA input file:
```
! wB97M-V def2-TZVPD RIJCOSX def2/J DEFGRID3
* xyz 0 1
O 4.676 2.242 0.905
O -7.691 -2.257 -3.432
C 5.146 1.471 -0.207
H -2.208 -1.916 -2.155
O -0.231 2.864 1.554
C -5.725 -2.435 -2.141
H 2.191 3.035 3.586
C 5.438 0.853 4.499
C -7.564 -4.178 -2.088
O -4.874 -5.114 0.029
C 0.212 1.916 -2.371
C -0.960 -0.037 -1.507
C 6.933 2.058 2.683
H 5.804 4.595 3.426
O 0.969 3.044 -2.212
C 2.923 1.227 2.475
C -6.865 -4.910 -1.217
O -3.807 -2.747 -0.810
C 5.024 -0.085 1.714
C 5.429 1.925 3.304
C 0.474 2.217 2.408
C -5.028 -3.164 -1.268
C 4.481 1.415 2.095
C -0.194 1.551 -3.758
C -0.150 1.173 -1.323
H 2.814 0.596 3.447
H -7.238 -5.846 -0.823
C 2.055 2.592 2.512
O -8.796 -4.582 -2.524
C -5.546 -4.463 -0.755
H -0.960 0.794 2.781
C -1.343 -0.417 -2.897
H -9.093 -3.886 -3.145
H -5.359 -1.491 -2.524
H 2.379 3.339 1.700
H 0.511 0.366 3.408
H -3.508 -3.446 -0.194
H 0.136 1.428 -0.311
H 2.452 0.561 1.636
O 0.137 2.264 -4.692
C -0.984 0.328 -3.944
H 1.094 3.402 -3.114
H -1.257 0.065 -4.958
C -7.034 -2.892 -2.623
H 9.126 2.123 1.569
O -1.319 -0.731 -0.569
N -0.134 1.181 3.298
N 5.524 -1.189 1.491
C 8.081 2.206 2.032
N 5.610 0.001 5.367
S 5.005 3.603 3.988
N 5.317 0.913 -1.284
O -2.077 -1.560 -3.059
*
```

Here are the natural (NBO) charges for atoms 1 to 2, given in e: -0.491, -0.518

=====

A 2-piece molecular cluster, C6H10N4O overall. Source: OMol25; level of theory: ωB97M-V with the def2-TZVPD basis set.

* E_HOMO: -9.6252 eV
* HOMO-LUMO gap: 0.36504 Eh

ORCA input file:
```
! wB97M-V def2-TZVPD RIJCOSX def2/J DEFGRID3
* xyz 0 1
C -1.480 -1.774 2.308
H -1.194 -2.667 1.740
H -1.181 1.677 0.034
N 1.218 0.063 -1.837
H 0.055 2.513 1.156
N 1.850 -0.216 -0.716
H 1.161 2.874 -0.529
O -2.192 -0.573 0.389
H -0.797 -1.647 3.161
H -2.502 -1.942 2.681
C 1.274 1.818 -0.815
N 1.898 0.905 -0.046
N 0.833 1.315 -1.953
H 1.397 -1.894 -2.504
C -0.608 0.576 1.711
H 1.458 -0.628 -3.801
C 0.970 -0.941 -2.857
C -0.572 1.657 0.929
C -1.485 -0.576 1.378
H -0.118 -1.045 -3.015
H 0.014 0.507 2.587
*
```

Here are the natural (NBO) charges for atoms 1 to 2, given in e: -0.714, 0.242

=====

A 2-piece molecular cluster, C5H13N2O overall. Source: OMol25; level of theory: ωB97M-V with the def2-TZVPD basis set.

* E_HOMO: -12.4113 eV
* HOMO-LUMO gap: 0.32753 Eh

ORCA input file:
```
! wB97M-V def2-TZVPD RIJCOSX def2/J DEFGRID3
* xyz 1 1
H -1.721 -1.267 -2.383
N 0.942 -0.995 -1.963
H -1.055 -1.632 0.794
H 0.183 1.524 -0.461
O 0.385 3.549 0.801
H -2.179 -0.253 -0.938
C -0.111 -0.447 -1.258
C -0.362 0.296 1.224
H 1.360 0.519 -0.065
C 1.574 -2.035 -1.666
C 0.263 0.487 -0.129
H -0.144 4.237 1.243
H -1.324 0.785 1.335
C -1.395 -0.720 -1.514
H -1.178 -1.225 2.358
H 1.008 4.214 0.456
H 1.220 -2.682 -0.851
N -0.550 -1.157 1.559
H 0.347 -1.623 1.688
H 0.272 0.748 1.985
H 2.465 -2.324 -2.215
*
```

Here are the natural (NBO) charges for atoms 1 to 2, given in e: 0.237, -0.388

=====

One molecule with the formula C11H19N5O2. Source: OMol25; level of theory: ωB97M-V with the def2-TZVPD basis set.

* E_HOMO: -8.9297 eV
* HOMO-LUMO gap: 0.35863 Eh

ORCA input file:
```
! wB97M-V def2-TZVPD RIJCOSX def2/J DEFGRID3
* xyz 0 1
H 4.851 -1.256 -0.868
H -1.197 1.036 0.130
O 3.458 -2.199 0.340
H 5.454 -2.399 0.371
H -0.938 -2.730 0.517
H 2.646 2.136 -0.865
C 4.733 -1.613 0.157
C 0.645 2.806 -0.953
C 2.412 -1.413 0.110
H 4.873 -0.772 0.839
H 1.683 2.415 1.599
C 1.508 0.558 -0.467
C -3.331 -2.355 0.345
H 0.621 3.645 2.434
H -3.281 -2.559 1.412
C -2.348 -1.246 -0.033
H -3.100 -3.268 -0.200
N 0.268 0.099 -0.306
N 2.620 -0.158 -0.264
C 0.324 3.445 0.370
H -1.700 -0.206 -1.811
H -2.281 -0.182 1.847
H -0.260 2.329 -1.339
C 0.905 3.157 1.518
H -4.346 -2.057 0.097
C -2.467 -0.919 -1.524
H -0.463 4.183 0.318
C 0.179 -1.182 0.062
N -1.014 -1.757 0.264
N 1.231 -1.981 0.281
H 0.948 3.581 -1.666
O -2.143 1.200 0.322
C -2.656 0.007 0.828
N 1.691 1.817 -0.902
H -3.740 0.142 0.882
H -2.347 -1.823 -2.116
H -3.440 -0.482 -1.730
*
```

Here are the natural (NBO) charges for atoms 1 to 2, given in e: 0.191, 0.497

=====

A 4-piece molecular cluster, C16H20N4 overall. Source: OMol25; level of theory: ωB97M-V with the def2-TZVPD basis set.

* E_HOMO: -7.9113 eV
* HOMO-LUMO gap: 0.32431 Eh

ORCA input file:
```
! wB97M-V def2-TZVPD RIJCOSX def2/J DEFGRID3
* xyz 0 1
H -1.757 7.310 3.728
C 0.373 14.526 8.007
N -0.767 19.295 0.447
N 1.720 14.677 8.042
H -0.140 13.599 7.816
H 1.607 17.631 1.920
H -4.573 14.216 7.147
C -1.428 18.824 1.551
H 2.408 13.946 8.015
N -2.653 9.035 2.899
C -2.047 13.636 5.092
H -3.610 12.136 5.795
H -3.361 7.885 5.854
H -0.775 17.750 3.296
C 0.528 18.839 0.459
C -3.579 9.955 3.312
C -3.986 9.608 4.570
C -0.538 18.111 2.309
H -3.902 10.759 2.672
C -2.507 8.071 3.859
N -2.960 15.280 6.259
H -3.092 16.142 6.756
C 0.868 16.644 8.565
H -4.687 10.165 5.168
H -1.375 13.034 4.504
C -0.199 15.739 8.343
H -1.210 15.660 5.053
C -3.348 8.378 4.896
H 0.828 17.693 8.813
H -2.482 19.029 1.630
H 3.077 16.275 8.420
H -1.246 15.909 8.523
C -3.211 13.134 5.747
C 2.046 15.979 8.346
C -3.749 14.173 6.455
C 0.704 18.131 1.612
H -1.194 19.748 -0.342
C -1.956 14.963 5.396
H -2.117 9.102 2.054
H 1.177 18.980 -0.387
*
```

Here are the natural (NBO) charges for atoms 1 to 2, given in e: 0.208, -0.063

=====

A 2-piece molecular cluster, C13H18OS overall. Source: OMol25; level of theory: ωB97M-V with the def2-TZVPD basis set.

* E_HOMO: -8.2035 eV
* HOMO-LUMO gap: 0.31794 Eh

ORCA input file:
```
! wB97M-V def2-TZVPD RIJCOSX def2/J DEFGRID3
* xyz 0 1
C 0.134 -3.236 -0.625
H 0.335 -3.225 0.463
H 1.083 1.563 -2.818
C -1.482 1.379 2.168
C -4.193 1.412 2.945
H 0.753 -2.104 -3.516
H 3.135 0.797 -0.078
C 1.897 0.813 -2.732
H -0.419 1.144 2.002
C 2.095 0.254 -0.319
H 1.929 -0.433 0.510
C 0.166 -2.226 -1.432
C -3.315 2.439 3.270
H -0.022 -4.180 -0.971
C 0.412 -0.773 -1.727
C -1.994 2.395 2.931
C -2.406 0.436 1.705
H -5.248 1.339 3.216
S -2.014 -0.796 0.419
H 2.589 -1.159 -1.879
H -3.954 -1.895 0.163
H 1.324 1.117 -0.124
C -0.097 -1.790 -2.773
H -1.437 3.199 3.381
C -3.721 0.479 2.055
H -0.342 0.035 -1.383
O -3.534 -1.127 -0.227
H 2.846 1.292 -2.565
H 2.015 0.331 -3.623
H -4.520 -0.102 1.491
H -3.536 3.276 3.857
C 1.804 -0.321 -1.698
H -1.051 -1.788 -3.190
*
```

Here are the natural (NBO) charges for atoms 1 to 2, given in e: -0.392, 0.196

=====

One molecule with the formula C7H8O. Source: OMol25; level of theory: ωB97M-V with the def2-TZVPD basis set.

* E_HOMO: -9.3206 eV
* HOMO-LUMO gap: 0.35842 Eh

ORCA input file:
```
! wB97M-V def2-TZVPD RIJCOSX def2/J DEFGRID3
* xyz 0 1
H -2.859 -0.221 -0.323
H 1.599 -1.292 1.853
C 1.941 -0.214 -0.231
H -1.629 -1.690 -1.181
H -0.259 -0.494 -1.600
C 1.052 -1.247 0.750
C -0.471 -0.949 0.485
C -0.896 0.570 0.491
H 1.210 -2.186 0.086
H -1.009 -1.759 1.150
H 2.639 1.872 -1.247
C -1.055 -0.868 -0.983
C 2.134 0.927 -0.930
C -1.832 0.438 -0.655
H -1.809 1.352 -1.115
O -0.391 1.559 1.103
*
```

Here are the natural (NBO) charges for atoms 1 to 2, given in e: 0.238, 0.282

=====

no.,maximum force (eV/Å)
1,1.95
2,4.71
3,4.65
4,8.17
5,1.07
6,2.21
7,0.63
8,1.14
9,4.64
10,8.54